A 2-piece molecular cluster, C27H41FN3O8P overall, computed with the ωB97M-V functional and the def2-TZVPD basis.

Summary:
* structure (SMILES): CC(=O)N(C)CCCCO[P@](=O)(OCCC(=O)Nc1ccccc1)OOCCNC[C@@H](C)O.Fc1ccccc1
* LUMO level: 0.00978 Ha
* HOMO-LUMO gap: 0.33959 Ha
* HOMO level: -9.0 eV

Each line ends with the Löwdin charge.
Cartesian coordinates (Å):
C 0.69979 -3.62656 1.63087  -0.0243
C -0.42331 -4.45433 0.79286  -0.3750
O -0.03538 -5.57429 0.35096  0.0348
N -1.79916 -3.92788 0.54523  -0.1600
C -2.41763 -3.51403 1.84375  -0.0930
C -1.66564 -2.78520 -0.41017  -0.1983
C -3.07241 -2.19673 -0.92465  -0.1685
C -2.98887 -1.63817 -2.43581  -0.1579
C -2.34405 -0.17782 -2.55673  -0.2280
O -0.98050 -0.11625 -2.01530  -0.2439
P -0.43086 1.50999 -1.99656  0.7568
O -1.33224 2.36557 -2.90544  -0.2903
O 1.18755 1.66642 -2.53295  -0.2265
C 1.72354 2.98123 -2.22556  -0.2137
C 3.04981 2.97081 -1.31887  -0.0611
C 3.41285 1.55880 -0.67365  -0.3712
O 2.61111 0.75017 -0.14869  0.0377
N 4.86489 1.18547 -0.65024  0.0564
C 5.05304 0.59090 0.72295  -0.2147
C 5.13333 -0.93068 0.99470  -0.0036
C 5.29527 -1.46310 2.46676  -0.0596
C 5.34827 -0.45542 3.67319  -0.0732
C 5.27884 1.08466 3.35775  -0.0684
C 5.12440 1.63216 1.89272  -0.0158
O -0.66956 2.06462 -0.37552  -0.2058
O -2.01297 2.04920 -0.14721  -0.1898
C -2.33548 1.15259 0.94941  -0.1346
C -3.91928 1.12925 1.30116  -0.1664
N -4.20171 1.58509 2.70969  -0.0862
C -4.87228 2.91970 2.71380  -0.1918
C -3.80584 4.11490 2.97431  -0.3731
C -4.43336 5.25120 3.95076  -0.0684
O -2.62691 3.51938 3.59477  -0.0898
H 1.71157 -3.92638 1.19182  0.0864
H 0.69564 -3.89877 2.74080  0.0861
H 0.56726 -2.48602 1.51096  0.0758
H -1.76919 -2.73175 2.37549  0.0896
H -2.53184 -4.44763 2.49895  0.1042
H -3.47620 -3.07762 1.68018  0.0961
H -1.07346 -1.93110 0.07114  0.1020
H -1.08416 -3.17353 -1.33012  0.1344
H -3.81105 -3.08394 -0.95502  0.1243
H -3.51914 -1.40749 -0.23180  0.0795
H -2.41049 -2.40639 -3.06073  0.1150
H -4.05666 -1.61544 -2.87966  0.1267
H -2.26303 0.08705 -3.67702  0.1336
H -3.05517 0.59100 -2.06567  0.1297
H 0.92493 3.69516 -1.78653  0.1313
H 2.00365 3.45853 -3.24264  0.1435
H 3.90861 3.41579 -1.95423  0.1251
H 2.87825 3.73163 -0.46602  0.1366
H 5.43300 2.05892 -0.68574  0.1107
H 5.06565 -1.68227 0.12401  0.1040
H 5.34763 -2.58729 2.71241  0.0888
H 5.43392 -0.79395 4.76549  0.0850
H 5.30591 1.85724 4.20726  0.0836
H 5.06677 2.76187 1.67995  0.0979
H -1.80690 1.43570 1.93839  0.1321
H -2.00358 0.06618 0.71969  0.1072
H -4.54786 1.68046 0.51131  0.1264
H -4.26150 0.02367 1.26732  0.1109
H -4.89875 0.92563 3.09455  0.1036
H -5.49846 3.14482 1.78065  0.1164
H -5.60644 2.93781 3.60959  0.1241
H -3.54730 4.54246 1.93145  0.1459
H -3.63240 6.03297 4.16989  0.0795
H -5.33834 5.71179 3.43088  0.0820
H -4.72262 4.73035 4.93848  0.0895
H -1.95573 3.50268 2.88126  0.0819
F 0.47852 -4.03365 -4.65500  0.0601
C 1.48957 -3.20246 -4.35573  -0.2833
C 2.72780 -3.39589 -4.94791  -0.0214
C 3.77367 -2.53125 -4.64163  -0.0859
C 3.57199 -1.48978 -3.73837  -0.0913
C 2.32529 -1.30812 -3.14540  -0.0687
C 1.27632 -2.16605 -3.46048  -0.0052
H 2.86792 -4.21656 -5.64189  0.1150
H 4.74483 -2.66866 -5.10526  0.1028
H 4.39016 -0.81814 -3.49670  0.0966
H 2.16927 -0.49906 -2.44087  0.0716
H 0.29686 -2.03418 -3.01580  0.0870


F2HNS as an isolated structure, computed with the ωB97M-V functional and the def2-TZVPD basis.

Summary:
* LUMO level: -0.00539 Ha
* HOMO-LUMO gap: 0.39444 Ha
* HOMO level: -10.9 eV

Each line ends with the Löwdin charge.
Cartesian coordinates (Å):
N -0.23417 -0.05952 -0.43291  -0.4192
F -1.40695 -0.92066 0.27364  -0.2101
F 0.34196 -1.12133 -1.08124  -0.1256
S 0.90881 0.42307 0.67368  0.8453
H 0.39035 1.67845 0.56683  -0.0905


C25H40ClN4SeSrTe as an isolated structure, computed with the ωB97M-V functional and the def2-TZVPD basis.

Summary:
* LUMO level: -0.10460 Ha
* HOMO-LUMO gap: 0.21470 Ha
* HOMO level: -8.7 eV
* total charge: +1

Each line ends with the Löwdin charge.
Cartesian coordinates (Å):
Sr -0.84359 0.14989 -0.15064  0.8581
N 0.01783 1.71951 5.74130  0.0579
C 0.86470 0.53147 5.31476  -0.0864
C 0.45516 0.19851 3.89758  -0.2223
N -0.96784 -0.07520 3.74786  -0.0394
C -1.82162 0.95565 4.30673  -0.1972
C -1.45367 1.35374 5.72620  -0.0944
H 0.17547 2.46909 5.06144  0.1806
H 0.30192 2.07626 6.65210  0.1797
H 0.65020 -0.26108 6.03120  0.1350
H 1.90937 0.82815 5.39120  0.1385
H 1.03545 -0.65201 3.53986  0.1314
H 0.72882 1.03083 3.23732  0.0289
H -1.20224 -1.00699 4.06571  0.1211
H -2.85988 0.62842 4.29736  0.1350
H -1.75691 1.84292 3.66618  0.1011
H -1.55669 0.52257 6.42223  0.1346
H -2.01116 2.21117 6.09835  0.1340
Se 1.31124 1.89426 0.75629  0.4527
C 2.89803 0.82263 0.49904  -0.6616
C 4.14783 1.41347 0.30434  -0.1411
C 5.28225 0.62996 0.11701  -0.0883
C 5.19929 -0.75833 0.11718  -0.0951
C 3.96343 -1.35910 0.31047  -0.0920
C 2.82981 -0.57620 0.50249  -0.1586
H 4.22768 2.49295 0.29019  0.0928
H 6.24069 1.11018 -0.03669  0.1034
H 6.08375 -1.36460 -0.03108  0.1018
H 3.87435 -2.43895 0.31537  0.1026
H 1.87723 -1.07085 0.66766  0.0644
C 0.69770 0.88768 -3.09748  -0.1571
C 0.85228 1.03421 -4.63577  -0.1413
N -0.14388 0.21549 -5.32641  -0.1580
C 0.03280 -1.18818 -4.94227  -0.1374
C -0.13297 -1.35785 -3.40916  -0.1414
N -0.42036 -0.04083 -2.79750  -0.2737
C -1.66056 0.50486 -3.39878  -0.1741
C -1.48126 0.64997 -4.93553  -0.1447
H 0.48603 1.84478 -2.61223  0.1015
H 1.60252 0.48942 -2.63640  0.1171
H 1.84311 0.71396 -4.95695  0.1202
H 0.72447 2.07113 -4.94694  0.1187
H 1.02274 -1.50960 -5.26506  0.1195
H -0.70090 -1.78555 -5.48398  0.1199
H 0.77353 -1.75178 -2.94824  0.1265
H -0.94748 -2.03323 -3.15495  0.0782
H -1.86905 1.47200 -2.93200  0.0887
H -2.47939 -0.17230 -3.15265  0.0842
H -1.61720 1.68521 -5.25002  0.1184
H -2.21107 0.04331 -5.47155  0.1200
Cl -2.91428 -2.23603 -1.20526  0.6488
C -1.61503 -3.42899 -0.88917  -0.5790
C -1.49495 -4.45387 -1.81010  -0.1388
C -0.46698 -5.36970 -1.66953  -0.1008
C 0.41385 -5.21803 -0.59968  -0.0923
C 0.25451 -4.19357 0.31483  -0.0598
C -0.78447 -3.23800 0.22402  -0.3905
C -0.95459 -2.12932 1.15070  -0.3159
H -2.20101 -4.52547 -2.62854  0.1047
H -0.35754 -6.17837 -2.37952  0.1006
H 1.22522 -5.92459 -0.47210  0.1027
H 0.94481 -4.11286 1.14810  0.1056
H -0.31715 -2.23393 2.03674  0.0046
H -1.99905 -2.02511 1.48038  0.0115
C -4.13828 3.99190 0.30559  -0.4325
Te -2.33388 2.88461 0.27332  1.1030
C -1.12900 4.50962 -0.35642  -0.4238
H -4.08980 4.68771 1.13682  0.0039
H -4.97045 3.30160 0.42610  0.0037
H -4.22721 4.51674 -0.64259  0.0109
H -1.44259 4.79878 -1.35597  0.0124
H -0.09470 4.16677 -0.34528  -0.0527
H -1.27941 5.31911 0.35239  0.0114


A 3-piece molecular cluster, BrClFHN3O overall, computed with the ωB97M-V functional and the def2-TZVPD basis.

Summary:
* LUMO level (spin up / spin down): 0.11928 / 0.11928 Ha
* HOMO-LUMO gap (spin up / spin down): 0.29461 / 0.29463 Ha
* HOMO level (spin up / spin down): -4.8 / -4.8 eV
* total charge: -1

Each line ends with the Löwdin charge.
Cartesian coordinates (Å):
N -0.66687 2.06507 -1.37770  -0.1197
N -0.61743 1.14729 -0.54844  -0.2783
N -1.42016 0.27430 -0.24891  -0.4246
O -0.01173 3.10860 -1.46012  -0.0913
F 0.43533 1.46820 0.93601  -0.4508
Cl 1.50697 -3.87975 1.24581  0.1969
Br -0.64900 -1.48163 -0.33023  0.4050
H 1.42290 -2.70207 1.78358  -0.2373


no.,E (eV),maximum force (hartree/bohr)
1,-61510.4694,0.09721
2,-17771.7084,0.06074
3,-118525.8297,0.02683
4,-91812.3738,0.05860